Density functional theory data (the ωB97M-V functional and the def2-TZVPD basis) for 2 unconnected molecules or ions with the total composition C4H6N2 in a non-equilibrium geometry.

Cartesian coordinates (Å):
1 N -2.532 0.040 0.182
2 C -1.398 0.164 0.387
3 C -0.158 0.568 1.102
4 N 1.023 0.198 0.379
5 C 0.572 0.273 -1.016
6 C 0.901 -1.031 -0.418
7 H -0.329 1.654 1.182
8 H -0.265 0.149 2.101
9 H 1.299 0.654 -1.727
10 H -0.988 0.578 -1.255
11 H 0.055 -1.690 -0.244
12 H 1.819 -1.559 -0.673

Cartesian forces (eV/Å) of the 3 atoms listed first:
N 0.58 -0.26 -0.04
C -2.21 0.10 1.40
C -1.32 -0.24 0.69

relative energy (zero: lowest compared OMol25 entry of this formula, charge and spin)	4.811	eV
largest force on an atom	5.044	eV Å⁻¹
charge	0



Density functional theory data (the ωB97M-V functional and the def2-TZVPD basis) for 2 unconnected molecules or ions with the total composition FH2IP2 in a non-equilibrium geometry.

Cartesian coordinates (Å):
1 F 0.536 0.494 -1.928
2 P 1.037 -0.344 -0.606
3 P -1.066 -0.866 0.100
4 I -0.312 -1.559 2.335
5 H 0.826 0.736 0.342
6 H -1.020 1.540 -0.243

Cartesian forces (eV/Å) of the 3 atoms listed first:
F 0.40 -0.39 0.46
P -1.11 0.79 0.32
P 0.41 0.99 -0.17

relative energy (zero: lowest compared OMol25 entry of this formula, charge and spin)	3.136	eV
largest force on an atom	1.397	eV Å⁻¹
charge	0



Density functional theory data (the ωB97M-V functional and the def2-TZVPD basis) for 4 unconnected molecules or ions with the total composition C18H21F9IN2O9P in a non-equilibrium geometry.

Cartesian coordinates (Å):
1 N -4.470 0.408 2.830
2 C -3.993 1.097 1.950
3 C -3.332 2.103 0.860
4 C -4.320 3.279 0.387
5 C -5.801 2.824 -0.019
6 O -6.637 2.236 0.705
7 I -6.456 3.347 -2.070
8 C -2.623 1.270 -0.332
9 C -3.612 0.815 -1.501
10 N -4.358 0.348 -2.339
11 P -1.100 2.157 -1.120
12 O -0.859 1.615 -2.736
13 O -1.300 3.862 -1.054
14 H -2.478 2.622 1.439
15 H -3.866 3.914 -0.458
16 H -4.433 3.998 1.294
17 H -2.190 0.306 0.152
18 H -0.530 0.679 -2.739
19 H -1.848 4.206 -1.804
20 C 1.467 -1.442 4.002
21 C 2.224 -0.622 2.973
22 O 1.350 0.304 2.305
23 C 0.998 1.400 3.010
24 O 1.368 1.634 4.135
25 C 0.100 2.309 2.177
26 F -0.925 1.630 1.593
27 F 0.781 2.912 1.180
28 F -0.464 3.296 2.902
29 H 0.616 -1.947 3.537
30 H 2.119 -2.188 4.458
31 H 1.062 -0.809 4.796
32 H 2.624 -1.287 2.205
33 H 3.074 -0.096 3.417
34 C -2.560 -5.055 -0.450
35 C -1.769 -3.760 -0.450
36 O -0.668 -3.825 0.473
37 C 0.399 -4.549 0.069
38 O 0.467 -5.123 -0.991
39 C 1.506 -4.513 1.118
40 F 1.053 -4.790 2.361
41 F 2.094 -3.296 1.188
42 F 2.490 -5.398 0.869
43 H -2.891 -5.300 0.563
44 H -3.431 -4.976 -1.102
45 H -1.950 -5.895 -0.794
46 H -2.413 -2.943 -0.114
47 H -1.415 -3.499 -1.451
48 C 5.853 2.206 -2.865
49 C 4.427 2.585 -2.512
50 O 3.495 1.603 -2.996
51 C 3.431 0.453 -2.291
52 O 4.096 0.221 -1.310
53 C 2.388 -0.488 -2.884
54 F 2.520 -0.634 -4.220
55 F 1.125 -0.042 -2.670
56 F 2.446 -1.728 -2.362
57 H 5.951 2.049 -3.943
58 H 6.549 2.987 -2.553
59 H 6.149 1.271 -2.382
60 H 4.171 3.529 -3.001
61 H 4.300 2.736 -1.436

Cartesian forces (eV/Å) of the 3 atoms listed first:
N 2.82 3.81 -5.06
C -1.59 -1.64 2.67
C -0.31 -0.22 0.72

E_tot	-3022.9497	Ha
largest force on an atom	6.935	eV Å⁻¹
charge	0



Density functional theory data (the ωB97M-V functional and the def2-TZVPD basis) for 2 unconnected molecules or ions with the total composition C3H8O2P2 in a non-equilibrium geometry.

Cartesian coordinates (Å):
1 C 0.206 1.630 -0.161
2 C -1.794 -0.929 0.026
3 C -1.694 0.507 0.570
4 O -0.111 2.220 -1.158
5 O -0.275 0.811 0.678
6 P 2.600 -1.142 -0.278
7 P 2.870 0.966 0.221
8 H -2.867 -1.349 0.376
9 H -1.657 -0.955 -1.107
10 H -0.969 -1.469 0.524
11 H -2.077 0.548 1.520
12 H -2.156 1.295 -0.146
13 H 3.613 -1.341 -1.222
14 H 1.692 -1.298 -1.332
15 H 2.620 0.506 1.490

Cartesian forces (eV/Å) of the 3 atoms listed first:
C 3.44 0.60 -2.71
C -1.69 0.00 0.01
C -0.42 0.22 -4.05

relative energy (zero: lowest compared OMol25 entry of this formula, charge and spin)	1.633	eV
largest force on an atom	4.420	eV Å⁻¹
charge	0



Density functional theory data (the ωB97M-V functional and the def2-TZVPD basis) for C16H12N2O4 in the gas phase in a non-equilibrium geometry.

Cartesian coordinates (Å):
1 O -0.305 -0.475 3.280
2 C 0.384 -1.170 2.470
3 C 0.979 -2.455 2.774
4 C 0.937 -3.215 3.972
5 C 1.447 -4.526 4.032
6 C 2.017 -5.057 2.871
7 C 1.922 -4.421 1.611
8 C 1.427 -3.104 1.539
9 O 1.126 -2.330 0.512
10 N 0.515 -1.083 1.085
11 C 0.035 -0.016 0.191
12 C 1.124 1.048 -0.100
13 N 0.595 1.849 -1.194
14 O 0.189 1.294 -2.445
15 C -0.740 2.219 -2.865
16 C -1.501 2.285 -4.074
17 C -2.516 3.229 -4.330
18 C -2.820 4.113 -3.242
19 C -2.011 4.048 -2.154
20 C -0.951 3.183 -1.955
21 C -0.071 3.040 -0.880
22 O -0.151 3.759 0.141
23 H 0.359 -2.816 4.791
24 H 1.442 -5.087 4.978
25 H 2.379 -6.031 2.916
26 H 2.294 -4.958 0.691
27 H -0.867 0.371 0.581
28 H -0.295 -0.458 -0.746
29 H 2.095 0.704 -0.382
30 H 1.250 1.673 0.747
31 H -1.397 1.469 -4.771
32 H -2.983 3.192 -5.379
33 H -3.609 4.920 -3.290
34 H -2.298 4.804 -1.374

Cartesian forces (eV/Å) of the 3 atoms listed first:
O 2.23 -1.00 -2.97
C -2.34 0.01 1.50
C 1.19 -3.14 -0.33

relative energy (zero: lowest compared OMol25 entry of this formula, charge and spin)	5.947	eV
largest force on an atom	4.660	eV Å⁻¹
charge	0



Density functional theory data (the ωB97M-V functional and the def2-TZVPD basis) for 2 unconnected molecules or ions with the total composition CH10NSi2 in a non-equilibrium geometry.

Cartesian coordinates (Å):
1 C -0.061 0.072 -0.136
2 N 0.177 1.372 0.472
3 Si 1.402 -0.647 -1.061
4 Si -1.524 -0.977 0.751
5 H -1.116 0.242 -1.930
6 H -0.789 1.921 0.425
7 H 1.039 1.827 0.144
8 H 0.480 1.134 1.514
9 H 2.577 -0.322 0.044
10 H 1.237 -2.048 -1.301
11 H 1.586 0.337 -2.110
12 H -1.200 -0.605 2.224
13 H -1.104 -2.259 0.248
14 H -2.703 -0.046 0.717

Cartesian forces (eV/Å) of the 3 atoms listed first:
C -2.65 -1.80 -1.86
N -1.13 0.29 2.42
Si 1.59 1.50 2.16

relative energy (zero: lowest compared OMol25 entry of this formula, charge and spin)	4.147	eV
largest force on an atom	3.774	eV Å⁻¹
charge	+1